(1)
Computed, not measured: 5 unconnected molecules or ions with the total composition C19H33NO13P, with ωB97M-V/def2-TZVPD.

Structure (ORCA input):
```
! wB97M-V def2-TZVPD RIJCOSX def2/J DEFGRID3
* xyz 1 1
C 1.450 -0.349 -2.428
C 0.058 0.145 -2.323
N -0.274 0.805 -1.306
C -0.951 -0.129 -3.449
P -2.456 -0.795 -2.721
O -3.635 0.270 -2.853
H 1.689 -0.970 -1.573
H 2.081 0.526 -2.375
H 1.646 -0.915 -3.328
H -1.239 1.141 -1.339
H -0.607 -0.839 -4.193
H -1.181 0.826 -3.901
H -2.889 -1.984 -3.317
H -2.232 -0.938 -1.340
H -3.975 0.439 -1.956
C -0.241 -0.333 4.199
C -0.500 -0.315 2.716
C -1.858 -0.813 2.285
O -1.586 -1.217 0.923
C -0.279 -1.595 0.877
O 0.203 -2.166 -0.052
O 0.361 -1.235 1.996
H 0.804 -0.129 4.411
H -0.846 0.422 4.699
H -0.470 -1.307 4.630
H -0.307 0.684 2.313
H -2.632 -0.051 2.322
H -2.187 -1.694 2.838
C 2.256 4.136 5.918
C 1.607 3.142 6.846
C 2.457 2.677 7.999
O 1.851 1.411 8.309
C 1.338 0.923 7.156
O 0.949 -0.190 7.007
O 1.336 1.884 6.191
H 1.645 4.285 5.028
H 2.380 5.096 6.418
H 3.234 3.786 5.584
H 0.650 3.534 7.204
H 2.428 3.341 8.859
H 3.495 2.495 7.713
C -5.859 -0.932 -4.499
C -5.888 -1.009 -6.003
C -7.147 -1.566 -6.617
O -6.659 -2.041 -7.880
C -5.361 -2.398 -7.701
O -4.708 -3.012 -8.471
O -4.911 -1.942 -6.492
H -4.859 -0.692 -4.160
H -6.543 -0.165 -4.135
H -6.136 -1.888 -4.048
H -5.651 -0.030 -6.431
H -7.931 -0.826 -6.755
H -7.546 -2.420 -6.064
C 4.611 -1.567 -0.306
C 5.388 -0.363 -0.772
C 6.855 -0.591 -1.035
O 7.382 0.735 -0.882
C 6.586 1.379 0.013
O 6.838 2.417 0.522
O 5.452 0.657 0.239
H 3.615 -1.271 0.025
H 4.508 -2.293 -1.113
H 5.097 -2.054 0.539
H 4.903 0.079 -1.650
H 7.066 -0.980 -2.028
H 7.323 -1.233 -0.286
*
```

Properties
- HOMO-LUMO gap (eV) = 8.507

(2)
Computed, not measured: a molecular structure, C8H10O2, with ωB97M-V/def2-TZVPD.

Structure (ORCA input):
```
! wB97M-V def2-TZVPD RIJCOSX def2/J DEFGRID3
* xyz 0 1
C 1.915 1.782 -0.762
C -0.098 0.557 0.182
C -1.286 1.252 0.483
C -2.674 0.763 0.310
C -2.519 -0.481 -0.243
C -1.364 -1.201 -0.784
C -0.072 -0.768 -0.504
C 1.735 -1.704 0.855
H 2.099 0.950 -1.284
H 2.992 1.873 -0.301
H 1.643 2.731 -1.511
H -1.623 2.273 0.913
H -3.580 1.228 0.762
H -3.419 -1.427 -0.606
H -1.667 -2.302 -0.907
H 1.785 -0.837 1.525
H 1.363 -2.507 1.571
H 2.613 -1.934 0.421
O 1.146 1.259 0.322
O 1.010 -1.506 -0.442
*
```

Properties
- relative energy (zero: lowest compared OMol25 entry of this formula, charge and spin) (kcal/mol) = 155.5
- HOMO-LUMO gap (eV) = 9.489

(3)
Computed, not measured: a molecular structure, C9H24Cl6O8P2, with ωB97M-V/def2-TZVPD.

Structure (ORCA input):
```
! wB97M-V def2-TZVPD RIJCOSX def2/J DEFGRID3
* xyz 0 1
C 0.604 -0.272 2.671
Cl 0.844 -2.066 2.377
Cl 1.931 0.338 3.724
H 0.689 0.272 1.730
H -0.332 -0.219 3.228
C 1.738 2.690 -2.966
Cl 3.039 1.501 -3.492
Cl 1.094 3.527 -4.325
H 0.961 2.103 -2.476
H 1.993 3.414 -2.193
C 0.567 -0.405 -0.707
Cl 1.527 0.638 -1.749
Cl 0.945 -2.116 -0.739
H 0.768 -0.062 0.308
H -0.505 -0.267 -0.850
C -3.857 -3.161 0.621
O -2.965 -3.794 -0.327
P -1.593 -3.006 -0.786
O -1.396 -1.593 -0.452
O -0.506 -3.936 -0.120
C 0.026 -3.644 1.188
O -1.375 -3.314 -2.398
C -1.854 -2.337 -3.354
H -3.351 -3.188 1.587
H -4.781 -3.710 0.798
H -4.028 -2.099 0.445
H -0.055 -2.676 1.682
H 1.104 -3.714 1.047
H -0.218 -4.438 1.894
H -1.641 -1.294 -3.124
H -2.927 -2.413 -3.531
H -1.465 -2.565 -4.347
C -1.350 1.488 0.079
O -0.182 1.613 0.779
P 0.974 2.719 0.355
O 0.836 3.132 -1.106
O 0.823 3.887 1.484
C 0.450 3.561 2.845
O 2.292 1.882 0.811
C 3.510 2.231 0.115
H -1.851 2.346 -0.368
H -2.007 1.080 0.847
H -1.290 0.633 -0.595
H 0.644 2.503 3.027
H -0.611 3.720 3.034
H 1.115 4.044 3.560
H 3.569 1.725 -0.848
H 4.426 1.939 0.628
H 3.669 3.302 -0.011
*
```

Properties
- relative energy (zero: lowest compared OMol25 entry of this formula, charge and spin) (kcal/mol) = 280.0
- HOMO-LUMO gap (eV) = 8.894

(4)
Computed, not measured: a molecular structure, C35H44AsS4SiTc, with ωB97M-V/def2-TZVPD.

Structure (ORCA input):
```
! wB97M-V def2-TZVPD RIJCOSX def2/J DEFGRID3
* xyz 2 1
Tc -0.301 0.767 -0.965
C -1.160 2.067 0.719
C 0.216 2.416 0.614
C 0.383 2.943 -0.740
C -0.940 3.022 -1.315
C -1.898 2.527 -0.429
C -3.395 2.590 -0.546
C -3.806 3.325 -1.823
C -3.923 3.350 0.685
C -3.987 1.171 -0.551
C 1.534 3.563 -1.519
C 1.416 3.197 -3.014
C 1.384 5.091 -1.373
C 2.932 3.139 -1.067
C 1.126 2.388 1.847
C 1.439 3.857 2.193
C 0.356 1.791 3.037
C 2.439 1.590 1.709
H -1.637 1.694 1.611
H -1.166 3.496 -2.255
H -3.424 4.348 -1.831
H -4.892 3.378 -1.877
H -3.454 2.803 -2.716
H -3.432 4.319 0.792
H -3.778 2.777 1.602
H -4.992 3.525 0.565
H -3.657 0.612 -1.428
H -5.075 1.238 -0.578
H -3.701 0.624 0.350
H 0.540 3.633 -3.493
H 1.392 2.114 -3.158
H 2.288 3.581 -3.540
H 0.447 5.442 -1.810
H 2.206 5.583 -1.892
H 1.408 5.399 -0.327
H 3.039 2.052 -1.063
H 3.185 3.533 -0.087
H 3.660 3.545 -1.768
H 0.520 4.440 2.279
H 2.078 4.324 1.448
H 1.956 3.894 3.152
H -0.526 2.382 3.288
H 1.004 1.800 3.912
H 0.060 0.755 2.850
H 3.234 2.166 1.249
H 2.301 0.677 1.136
H 2.788 1.304 2.701
S -0.443 -3.847 -4.551
As 0.576 -1.518 -3.585
S 0.888 -0.949 -0.399
S -1.118 0.105 -2.891
S 1.229 -0.684 -5.300
C 3.967 -3.393 3.446
C 3.950 -4.273 2.372
C 2.923 -4.212 1.443
C 1.901 -3.270 1.583
C 1.919 -2.404 2.683
C 2.946 -2.464 3.607
Si 0.498 -3.104 0.391
C 0.587 -3.958 -1.274
C -0.547 -4.469 -1.802
C -0.572 -5.051 -3.144
C 0.719 -5.131 -3.878
C 1.926 -4.665 -3.191
C 1.850 -4.074 -1.988
C -1.212 -3.096 1.128
C -2.214 -2.173 0.820
C -3.466 -2.270 1.407
C -3.733 -3.288 2.312
C -2.751 -4.216 2.624
C -1.499 -4.120 2.039
H 4.777 -3.435 4.162
H 4.733 -5.011 2.264
H 2.916 -4.905 0.609
H 1.114 -1.685 2.816
H 2.946 -1.797 4.459
H -1.478 -4.471 -1.246
H -1.346 -5.778 -3.352
H 0.846 -5.909 -4.620
H 2.879 -4.839 -3.672
H 2.756 -3.731 -1.502
H -2.020 -1.378 0.108
H -4.239 -1.556 1.155
H -4.709 -3.357 2.775
H -2.956 -5.013 3.326
H -0.732 -4.844 2.294
*
```

Properties
- relative energy (zero: lowest compared OMol25 entry of this formula, charge and spin) (kcal/mol) = 12.1
- HOMO-LUMO gap (alpha / beta) (eV) = 5.539 / 5.537

(5)
Computed, not measured: a molecular structure, C36H41EuF3N9O9P3, with ωB97M-V/def2-TZVPD.

Structure (ORCA input):
```
! wB97M-V def2-TZVPD RIJCOSX def2/J DEFGRID3
* xyz -2 8
Eu 0.149 -0.858 -0.849
C 4.276 -3.369 -2.075
O 4.676 -1.974 -1.843
C 4.243 -1.218 -2.873
C 5.178 -0.691 -3.767
C 4.766 0.264 -4.693
C 3.416 0.595 -4.816
C 2.451 0.050 -4.010
C 1.101 0.597 -4.128
N 0.235 0.547 -3.225
N -0.944 1.167 -3.499
C -1.922 0.545 -2.821
O -1.785 -0.474 -2.024
C -3.281 1.146 -2.947
C -3.662 2.182 -3.785
C -4.941 2.709 -3.723
C -5.861 2.233 -2.786
C -5.534 1.191 -1.954
C -4.263 0.603 -2.049
C 2.833 -0.872 -2.967
O 1.969 -1.394 -2.177
H 4.707 -3.958 -1.243
H 4.685 -3.644 -3.070
H 3.178 -3.526 -2.100
H 6.211 -0.960 -3.567
H 5.500 0.687 -5.379
H 3.129 1.266 -5.594
H 0.849 1.109 -5.054
H -2.948 2.688 -4.431
H -5.241 3.541 -4.353
H -6.835 2.714 -2.676
H -6.178 0.813 -1.158
H -3.955 -0.218 -1.418
N 1.538 -3.298 2.504
C 0.043 -3.253 2.414
C -0.542 -4.140 3.506
P -0.184 -4.027 0.795
O -1.751 -4.468 0.622
O 0.683 -5.250 0.829
O 0.020 -2.981 -0.334
P -0.438 -1.533 2.441
O 4.421 3.321 7.756
O -0.718 -0.883 3.734
O 0.585 -0.794 1.498
H 1.957 -4.032 1.948
H 3.659 2.642 7.543
H 1.899 -2.389 2.283
H -0.180 -5.175 3.334
H -1.600 -4.157 3.484
H -0.120 -3.802 4.505
H -2.269 -3.654 0.570
H 5.280 2.803 7.947
F -9.365 -1.965 0.392
C -8.674 -1.998 1.633
F -9.069 -3.179 2.217
F -9.280 -1.013 2.300
C -7.225 -1.849 1.517
C -6.622 -0.556 1.495
C -5.284 -0.407 1.349
C -4.420 -1.542 1.229
C -5.028 -2.804 1.101
C -6.370 -2.993 1.344
C -3.093 -1.472 1.279
C -1.828 -1.622 1.366
H -7.272 0.290 1.627
H -4.788 0.551 1.350
H -4.394 -3.710 1.048
H -6.706 -4.024 1.485
C 4.675 3.179 0.404
N 3.919 2.651 1.527
C 4.673 1.584 2.179
N 4.945 0.486 1.302
C 5.737 1.026 0.202
N 5.100 2.129 -0.537
C 3.953 1.610 -1.267
P 2.647 0.871 -0.206
C 2.596 2.191 1.082
C 3.758 -0.217 0.820
H 5.554 3.730 0.813
H 4.018 3.889 -0.145
H 4.106 1.238 2.999
H 5.593 1.992 2.579
H 5.907 0.215 -0.467
H 6.682 1.431 0.642
H 4.352 0.883 -1.983
H 3.486 2.407 -1.830
H 2.036 1.814 1.964
H 1.974 3.096 0.815
H 4.039 -1.047 0.155
H 3.182 -0.667 1.626
N -1.489 2.983 2.953
C -1.258 2.986 1.594
C -0.988 1.791 0.937
N -0.652 1.723 -0.344
C -0.593 2.917 -1.009
C -0.926 4.096 -0.367
N -1.279 4.125 0.957
H -1.224 2.159 3.462
H -1.397 3.833 3.475
H -1.005 0.860 1.501
H -0.321 2.839 -2.052
H -0.869 5.067 -0.841
*
```

Properties
- <S²> = 15.785
- relative energy (zero: lowest compared OMol25 entry of this formula, charge and spin) (kcal/mol) = 1.4
- HOMO-LUMO gap (alpha / beta) (eV) = 3.902 / 6.619

(6)
Computed, not measured: 8 unconnected molecules or ions with the total composition C24H67N3O14, with ωB97M-V/def2-TZVPD.

Structure (ORCA input):
```
! wB97M-V def2-TZVPD RIJCOSX def2/J DEFGRID3
* xyz 0 1
C -4.851 2.600 1.569
O -3.761 3.449 1.228
C -3.495 4.504 2.090
C -2.385 5.405 1.598
N -2.825 6.149 0.398
C -1.781 6.950 -0.192
C -2.059 7.247 -1.620
O -2.351 6.021 -2.324
C -3.256 6.029 -3.475
H -5.770 3.185 1.610
H -4.840 2.073 2.523
H -5.006 2.038 0.648
H -3.145 4.040 3.012
H -4.425 5.017 2.336
H -1.513 4.757 1.513
H -2.136 6.171 2.333
H -2.988 5.487 -0.347
H -0.807 6.513 0.030
H -1.732 7.908 0.324
H -1.198 7.669 -2.139
H -2.896 7.941 -1.708
H -2.966 6.831 -4.154
H -4.253 6.291 -3.119
H -3.164 5.064 -3.972
C 1.614 4.644 8.536
O 1.580 3.573 7.586
C 2.819 3.409 6.979
C 2.683 2.324 5.910
N 3.927 2.193 5.056
C 3.806 1.035 4.142
C 5.146 0.859 3.371
O 6.084 0.073 4.129
C 7.289 -0.308 3.543
H 1.822 5.606 8.068
H 2.393 4.508 9.285
H 0.644 4.846 8.991
H 3.391 2.990 7.807
H 3.160 4.374 6.605
H 1.931 2.679 5.204
H 2.437 1.353 6.339
H 4.705 2.020 5.677
H 2.951 1.175 3.481
H 3.826 0.107 4.714
H 5.505 1.833 3.040
H 4.924 0.368 2.423
H 7.137 -0.824 2.595
H 7.810 -0.957 4.247
H 7.970 0.507 3.302
C 4.591 -8.293 -1.524
O 3.512 -7.397 -1.638
C 3.906 -6.013 -1.377
C 2.602 -5.167 -1.652
N 2.235 -5.181 -3.089
C 0.864 -4.736 -3.332
C 0.533 -5.076 -4.781
O 0.691 -6.487 -4.926
C 0.027 -7.049 -6.087
H 4.285 -9.301 -1.806
H 4.866 -8.379 -0.473
H 5.415 -8.069 -2.202
H 4.738 -5.717 -2.017
H 4.296 -5.910 -0.364
H 2.754 -4.113 -1.419
H 1.823 -5.569 -1.004
H 2.268 -6.139 -3.408
H 0.871 -3.647 -3.298
H 0.073 -4.982 -2.624
H 1.218 -4.530 -5.430
H -0.472 -4.708 -4.986
H 0.432 -8.028 -6.342
H 0.168 -6.349 -6.910
H -1.052 -6.992 -5.939
O -7.165 -4.397 -5.624
C -7.644 -3.325 -4.796
C -6.531 -2.889 -3.827
O -6.870 -1.850 -2.985
H -6.862 -5.142 -5.098
H -8.072 -2.538 -5.416
H -8.554 -3.684 -4.314
H -5.651 -2.592 -4.398
H -6.137 -3.702 -3.217
H -6.167 -1.204 -3.083
O -2.978 -3.303 4.887
C -1.799 -4.000 4.755
C -1.030 -3.457 3.556
O -1.705 -3.600 2.290
H -3.562 -3.671 4.220
H -1.152 -3.827 5.614
H -2.029 -5.064 4.698
H -0.117 -4.037 3.419
H -0.724 -2.411 3.545
H -1.948 -2.736 1.950
O 1.864 1.861 -4.804
C 2.402 3.066 -4.309
C 2.680 2.971 -2.800
O 3.911 3.603 -2.509
H 2.569 1.228 -4.648
H 3.312 3.335 -4.845
H 1.617 3.782 -4.555
H 2.974 1.973 -2.474
H 1.926 3.352 -2.111
H 3.766 3.993 -1.644
O -1.191 1.144 -0.151
H -1.623 1.346 -0.981
H -1.783 1.489 0.517
O -2.923 1.318 -4.146
H -3.381 1.817 -4.823
H -2.019 1.265 -4.456
*
```

Properties
- SMILES string = COCCNCCOC.COCCNCCOC.COCCNCCOC.OCCO.OCCO.OCCO.O.O
- relative energy (zero: lowest compared OMol25 entry of this formula, charge and spin) (kcal/mol) = 46.3
- HOMO-LUMO gap (eV) = 8.845

(7)
Computed, not measured: 8 unconnected molecules or ions with the total composition C4H24N2O9, with ωB97M-V/def2-TZVPD.

Structure (ORCA input):
```
! wB97M-V def2-TZVPD RIJCOSX def2/J DEFGRID3
* xyz 0 1
C -0.505 -1.077 -2.791
C 0.562 -0.886 -1.723
O 1.830 -1.412 -2.179
C 0.261 -1.617 -0.414
N 1.470 -1.505 0.460
C 0.106 -3.147 -0.658
N -0.069 -3.927 0.449
O 0.303 -3.670 -1.738
H -0.607 -2.043 -3.276
H -1.463 -0.838 -2.326
H -0.293 -0.370 -3.593
H 0.796 0.161 -1.577
H 1.607 -2.079 -2.833
H -0.604 -1.272 0.147
H 2.320 -1.160 0.045
H 1.613 -2.389 0.918
H -0.129 -3.545 1.385
H 0.205 -4.892 0.378
O 0.674 5.090 -0.450
H 1.021 5.184 0.444
H -0.291 5.125 -0.365
O 0.431 2.523 -1.158
H 0.631 3.473 -0.978
H 1.283 2.083 -1.055
O -0.885 1.113 0.758
H -0.274 1.694 0.261
H -1.455 1.684 1.278
O 1.601 1.476 1.574
H 1.499 0.550 1.295
H 1.764 1.477 2.519
O -1.536 -2.542 2.618
H -1.122 -1.812 3.119
H -1.963 -2.119 1.866
O -2.295 3.815 -0.007
H -1.891 3.233 -0.654
H -3.223 3.727 0.192
O -0.369 -0.181 3.054
H -0.808 0.644 2.830
H -0.194 -0.569 2.188
*
```

Properties
- SMILES string = C[C@H](O)[C@H](N)C(N)=O.O.O.O.O.O.O.O
- relative energy (zero: lowest compared OMol25 entry of this formula, charge and spin) (kcal/mol) = 38.3
- HOMO-LUMO gap (eV) = 9.384

(8)
Computed, not measured: a molecular structure, C9H10N2, with ωB97M-V/def2-TZVPD.

Structure (ORCA input):
```
! wB97M-V def2-TZVPD RIJCOSX def2/J DEFGRID3
* xyz 0 1
C -3.115 0.069 0.252
C 1.313 1.362 0.335
C 0.770 1.489 -0.900
C 0.577 0.681 1.426
C 0.575 -1.639 0.354
C 0.528 -1.299 -1.198
C -0.561 0.860 -1.139
C -0.283 -0.525 1.026
C -1.109 -0.058 -0.131
N -4.170 0.424 0.506
N -0.658 -0.538 -1.452
H 2.282 1.812 0.392
H 1.067 2.084 -1.683
H 1.257 0.571 2.239
H -0.219 1.473 1.711
H 0.276 -2.729 0.612
H 1.625 -1.659 0.672
H 1.383 -0.767 -1.360
H 0.440 -2.232 -1.822
H -1.147 1.561 -1.753
H -0.830 -0.940 1.914
*
```

Properties
- relative energy (zero: lowest compared OMol25 entry of this formula, charge and spin) (kcal/mol) = 119.9
- HOMO-LUMO gap (eV) = 9.905